1.
Below is C24H60F4K2N2O20S4 as an isolated structure at a distorted geometry, with properties calculated with ωB97M-V/def2-TZVPD.

Geometry as XYZ:
```
116
C24H60F4K2N2O20S4 | the OMol25 dataset | ωB97M-V/def2-TZVPD
K -2.88 -2.26 2.79
K -2.79 0.67 0.84
N -4.94 -0.76 2.00
S -6.00 0.43 2.63
O -7.27 0.07 3.31
O -5.95 1.74 1.92
F -5.06 0.79 3.94
S -6.02 -1.35 1.13
O -6.45 -0.51 0.00
O -6.93 -2.36 1.59
F -5.00 -2.26 0.23
N -1.11 -1.57 0.90
S 0.54 -1.64 1.41
O 1.54 -1.38 0.39
O 0.92 -2.70 2.39
F 0.47 -0.30 2.30
S -0.87 -2.42 -0.29
O -0.11 -3.71 -0.19
O -0.88 -1.62 -1.49
F -2.42 -2.93 -0.20
C -5.33 2.30 -1.40
O -3.89 2.23 -1.14
C -3.06 3.38 -1.50
C -1.59 2.96 -1.59
O -1.16 2.24 -0.45
C 0.20 1.93 -0.37
H -5.76 1.39 -1.80
H -5.52 3.04 -2.17
H -5.83 2.66 -0.50
H -3.21 4.25 -0.86
H -3.31 3.59 -2.54
H -1.03 3.88 -1.78
H -1.34 2.55 -2.57
H 0.51 1.39 -1.26
H 0.24 1.32 0.54
H 0.77 2.85 -0.24
C -2.39 0.73 5.68
O -1.97 -0.60 5.19
C -1.17 -1.37 6.13
C -0.63 -2.67 5.54
O -1.71 -3.37 4.93
C -1.38 -4.66 4.50
H -1.55 1.42 5.59
H -2.90 0.65 6.65
H -3.14 1.20 5.05
H -1.82 -1.48 7.00
H -0.37 -0.76 6.55
H -0.25 -3.32 6.33
H 0.13 -2.31 4.84
H -1.34 -5.35 5.35
H -0.53 -4.71 3.82
H -2.26 -5.00 3.94
C -2.63 4.52 -6.66
O -1.80 3.58 -5.98
C -0.96 2.85 -6.70
C -0.05 1.91 -5.95
O -0.74 0.78 -5.50
C -0.12 0.05 -4.40
H -3.63 4.30 -6.30
H -2.71 4.51 -7.75
H -2.56 5.51 -6.22
H -0.22 3.58 -7.03
H -1.35 2.30 -7.55
H 0.44 2.53 -5.20
H 0.77 1.61 -6.62
H 0.86 -0.38 -4.59
H -0.72 -0.82 -4.14
H -0.01 0.53 -3.42
C 1.98 -5.04 -2.62
O 3.09 -5.91 -2.42
C 3.20 -6.72 -1.23
C 4.30 -7.66 -1.36
O 4.13 -8.53 -2.40
C 5.14 -9.51 -2.66
H 1.00 -5.45 -2.39
H 2.12 -4.70 -3.64
H 1.96 -4.12 -2.03
H 2.23 -7.20 -1.15
H 3.27 -6.10 -0.33
H 4.44 -8.28 -0.47
H 5.28 -7.24 -1.61
H 6.05 -9.03 -3.00
H 4.89 -9.95 -3.62
H 5.40 -10.20 -1.85
C 2.78 -1.18 -2.38
O 3.86 -0.28 -2.70
C 4.41 0.58 -1.74
C 4.98 1.92 -2.40
O 3.94 2.84 -2.50
C 2.94 2.60 -3.50
H 3.06 -2.02 -1.75
H 2.39 -1.64 -3.29
H 1.99 -0.68 -1.82
H 5.15 0.03 -1.17
H 3.70 0.88 -0.97
H 5.42 1.71 -3.38
H 5.80 2.17 -1.73
H 2.50 3.57 -3.73
H 2.14 1.98 -3.10
H 3.30 2.35 -4.50
C 2.63 7.27 5.50
O 2.36 5.97 5.04
C 0.98 5.65 4.98
C 0.73 4.09 4.86
O 1.30 3.70 3.61
C 1.11 2.34 3.28
H 3.64 7.31 5.90
H 2.01 7.51 6.36
H 2.50 7.97 4.67
H 0.48 6.04 4.09
H 0.42 5.99 5.85
H -0.35 3.92 4.84
H 1.21 3.59 5.70
H 0.13 1.88 3.31
H 1.66 1.87 4.09
H 1.56 2.08 2.32
```

Computed properties:
ΔE to the lowest compared entry with this formula, charge and spin (kcal/mol): 88.5
Orbital gap (eV): 8.6429
DFT total energy (eV): -156640.7073
HOMO energy (eV): -9.1
Charge: 0

Results of the Löwdin charge analysis, in e, for atoms 1 through 99:
1. K 0.854
2. K 0.829
3. N -0.423
4. S 0.660
5. O -0.245
6. O -0.291
7. F -0.232
8. S 0.425
9. O -0.273
10. O -0.238
11. F -0.228
12. N -0.416
13. S 0.631
14. O -0.264
15. O -0.278
16. F -0.202
17. S 0.452
18. O -0.270
19. O -0.251
20. F -0.232
21. C -0.059
22. O -0.277
23. C -0.138
24. C -0.187
25. O -0.284
26. C -0.072
27. H 0.087
28. H 0.081
29. H 0.078
30. H 0.130
31. H 0.122
32. H 0.129
33. H 0.122
34. H 0.081
35. H 0.061
36. H 0.110
37. C -0.049
38. O -0.238
39. C -0.176
40. C -0.161
41. O -0.282
42. C -0.107
43. H 0.077
44. H 0.097
45. H 0.062
46. H 0.122
47. H 0.126
48. H 0.138
49. H 0.116
50. H 0.099
51. H 0.099
52. H 0.087
53. C -0.077
54. O -0.152
55. C -0.295
56. C -0.227
57. O -0.144
58. C -0.078
59. H 0.079
60. H 0.094
61. H 0.083
62. H 0.127
63. H 0.136
64. H 0.112
65. H 0.129
66. H 0.075
67. H 0.081
68. H 0.054
69. C -0.102
70. O -0.178
71. C -0.183
72. C -0.262
73. O -0.184
74. C -0.089
75. H 0.084
76. H 0.091
77. H 0.053
78. H 0.128
79. H 0.128
80. H 0.129
81. H 0.132
82. H 0.078
83. H 0.088
84. H 0.087
85. C -0.083
86. O -0.191
87. C -0.193
88. C -0.183
89. O -0.186
90. C -0.092
91. H 0.075
92. H 0.082
93. H 0.053
94. H 0.113
95. H 0.115
96. H 0.119
97. H 0.116
98. H 0.080
99. H 0.066

2.
Below is a 3-piece molecular cluster, C16H24BrN5O2P overall at a distorted geometry, with properties calculated with ωB97M-V/def2-TZVPD.

Geometry as XYZ:
```
49
C16H24BrN5O2P | the OMol25 dataset | ωB97M-V/def2-TZVPD
O 4.13 0.40 -3.15
P 3.37 0.35 -1.85
N 1.62 0.67 -2.03
C 1.18 1.89 -2.06
N 2.11 3.00 -1.89
C 1.54 3.75 -0.71
O 0.16 4.03 -0.84
C -0.58 2.80 -0.88
C -2.10 3.04 -0.70
C -3.02 1.88 -1.22
C -2.57 0.45 -0.80
Br -3.85 -0.84 -1.64
N -0.23 2.17 -2.21
H 3.85 1.36 -0.96
H 3.53 -0.88 -1.13
H 0.92 -0.08 -2.12
H 2.06 3.57 -2.73
H 1.71 3.12 0.20
H 2.06 4.73 -0.56
H -0.12 2.12 -0.11
H -2.34 4.05 -1.11
H -2.28 3.12 0.41
H -4.03 2.05 -0.76
H -3.18 2.01 -2.32
H -2.68 0.28 0.30
H -1.54 0.17 -1.11
H -0.33 2.88 -2.94
N -2.09 -0.04 2.72
C -0.87 0.50 2.79
C 0.11 0.09 3.68
C -0.19 -0.94 4.56
C -1.45 -1.52 4.51
C -2.35 -1.04 3.58
H -0.68 1.30 2.08
H 1.08 0.57 3.68
H 0.55 -1.28 5.27
H -1.72 -2.32 5.18
H -3.35 -1.46 3.50
N 0.68 -2.75 -1.24
C 0.92 -3.82 -2.01
C 1.23 -5.08 -1.51
C 1.32 -5.23 -0.13
C 1.09 -4.14 0.69
C 0.77 -2.93 0.09
H 0.84 -3.65 -3.07
H 1.40 -5.91 -2.18
H 1.57 -6.20 0.30
H 1.15 -4.22 1.76
H 0.58 -2.05 0.69
```

Computed properties:
ΔE to the lowest compared entry with this formula, charge and spin (kcal/mol): 28.6
Orbital gap (eV): 7.5613
DFT total energy (eV): -107850.5751
HOMO energy (eV): -12.3
Charge: +1

Want to see where the charge sits? The Löwdin charges in e are:
1. O -0.396
2. P 0.761
3. N 0.071
4. C -0.311
5. N 0.064
6. C -0.173
7. O -0.071
8. C -0.323
9. C -0.103
10. C -0.283
11. C -0.583
12. Br 0.594
13. N 0.127
14. H 0.036
15. H 0.035
16. H 0.136
17. H 0.151
18. H 0.143
19. H 0.160
20. H 0.142
21. H 0.133
22. H 0.132
23. H 0.117
24. H 0.105
25. H 0.037
26. H 0.032
27. H 0.157
28. N 0.052
29. C -0.170
30. C -0.078
31. C -0.071
32. C -0.059
33. C -0.133
34. H 0.081
35. H 0.100
36. H 0.111
37. H 0.109
38. H 0.111
39. N 0.028
40. C -0.149
41. C -0.057
42. C -0.060
43. C -0.064
44. C -0.167
45. H 0.106
46. H 0.110
47. H 0.114
48. H 0.106
49. H 0.091

3.
Below is C48H82F9O24Zn as an isolated structure at a distorted geometry, with properties calculated with ωB97M-V/def2-TZVPD.

Geometry as XYZ:
```
164
C48H82F9O24Zn | the OMol25 dataset | ωB97M-V/def2-TZVPD
Zn 1.33 1.90 -3.71
C -0.20 0.42 -0.92
O 0.77 0.40 0.15
O 0.37 1.08 -2.06
C -1.04 -0.95 -1.09
F -1.13 -1.39 -2.33
F -0.50 -1.94 -0.38
F -2.31 -0.87 -0.67
C 0.31 0.28 1.53
C 1.50 -0.12 2.36
H 1.92 -1.08 2.04
H 2.29 0.63 2.29
H 1.26 -0.22 3.41
H -0.41 -0.52 1.74
H -0.25 1.11 1.95
H -0.98 1.11 -0.60
C -4.44 3.86 1.86
O -4.57 2.50 2.31
C -3.26 2.02 2.62
C -3.29 0.62 3.25
O -2.00 0.19 3.59
C -1.60 0.76 4.84
H -3.87 4.49 2.54
H -5.39 4.36 1.67
H -3.90 3.77 0.91
H -2.76 2.73 3.28
H -2.62 2.09 1.73
H -3.71 -0.09 2.55
H -3.97 0.44 4.08
H -1.09 1.69 4.60
H -0.84 0.24 5.42
H -2.41 1.09 5.49
C -4.95 -2.78 -0.77
O -4.50 -4.13 -0.88
C -3.21 -4.22 -1.59
C -2.87 -5.73 -1.72
O -3.25 -6.39 -2.90
C -4.63 -6.72 -2.92
H -4.90 -2.32 -1.76
H -4.21 -2.19 -0.22
H -5.96 -2.76 -0.36
H -2.47 -3.72 -0.96
H -3.35 -3.78 -2.58
H -3.30 -6.24 -0.86
H -1.80 -5.84 -1.57
H -5.32 -5.87 -2.90
H -4.89 -7.44 -2.15
H -4.81 -7.30 -3.83
C 2.27 -4.66 -5.21
O 1.55 -3.46 -5.11
C 2.16 -2.50 -4.22
C 2.11 -3.06 -2.83
O 3.28 -3.71 -2.49
C 3.22 -4.19 -1.13
H 3.31 -4.42 -5.43
H 1.80 -5.15 -6.07
H 2.23 -5.25 -4.30
H 1.62 -1.55 -4.17
H 3.15 -2.23 -4.58
H 1.26 -3.72 -2.68
H 1.84 -2.25 -2.14
H 2.79 -3.42 -0.50
H 4.22 -4.53 -0.84
H 2.44 -4.94 -1.07
O 1.07 -1.83 5.81
C 0.55 -2.76 5.22
O 1.08 -3.99 5.26
C 0.46 -4.81 4.33
C -0.39 -3.91 3.47
C -0.66 -2.69 4.35
H -0.22 -5.47 4.87
H 1.19 -5.38 3.76
H -1.29 -4.38 3.08
H 0.21 -3.42 2.71
H -1.47 -2.67 5.09
H -0.51 -1.70 3.92
O -1.23 5.10 1.31
C -0.16 4.67 1.74
O 0.16 4.78 3.08
C 1.34 4.04 3.35
C 2.06 4.03 1.93
C 0.92 3.99 0.95
H 1.01 3.07 3.74
H 1.98 4.45 4.13
H 2.79 3.26 1.69
H 2.49 5.02 1.74
H 0.73 2.97 0.61
H 1.04 4.48 -0.01
O -0.33 3.16 -4.51
C -1.25 3.81 -4.00
O -2.49 3.90 -4.48
C -3.25 4.87 -3.78
C -2.57 5.07 -2.44
C -1.21 4.43 -2.63
H -4.24 4.42 -3.67
H -3.42 5.75 -4.40
H -3.14 4.58 -1.66
H -2.58 6.12 -2.16
H -1.00 3.64 -1.90
H -0.46 5.22 -2.57
O 0.20 0.53 -4.90
C -0.79 -0.04 -5.44
O -1.79 0.65 -5.97
C -2.64 -0.19 -6.71
C -2.25 -1.66 -6.38
C -0.88 -1.53 -5.78
H -2.51 0.05 -7.76
H -3.69 -0.01 -6.49
H -2.24 -2.21 -7.31
H -2.94 -2.11 -5.66
H -0.07 -1.91 -6.40
H -0.76 -2.02 -4.81
O 3.49 -3.70 2.48
C 4.28 -3.07 3.16
O 5.45 -2.69 2.68
C 6.07 -1.83 3.62
C 5.36 -1.92 4.94
C 4.10 -2.58 4.57
H 5.82 -0.86 3.19
H 7.15 -2.02 3.67
H 5.31 -0.97 5.47
H 5.99 -2.55 5.57
H 3.20 -1.97 4.54
H 3.80 -3.38 5.25
O 2.87 0.65 -3.46
C 3.67 0.25 -2.57
O 4.59 -0.72 -2.79
C 5.25 -1.06 -1.56
C 4.36 -0.43 -0.50
C 3.76 0.78 -1.13
H 6.27 -0.66 -1.51
H 5.42 -2.13 -1.53
H 4.97 -0.09 0.34
H 3.62 -1.16 -0.16
H 4.36 1.69 -1.10
H 2.79 0.96 -0.66
C -4.84 0.78 -3.11
C -4.43 1.60 -1.84
O -5.54 1.99 -1.06
C -6.00 1.11 -0.10
O -5.46 0.07 0.21
C -7.26 1.59 0.72
F -7.21 1.26 2.00
F -7.43 2.92 0.65
F -8.31 1.09 0.04
H -5.76 1.07 -3.62
H -4.98 -0.24 -2.76
H -4.07 0.68 -3.87
H -3.77 2.41 -2.14
H -3.72 1.10 -1.18
C 5.39 6.53 1.69
C 5.38 6.01 3.14
O 5.39 4.56 3.13
C 5.02 3.91 4.32
O 4.84 4.45 5.45
C 4.79 2.39 4.12
F 3.64 1.98 4.57
F 4.98 1.98 2.89
F 5.75 1.90 4.91
H 5.99 5.91 1.01
H 5.74 7.55 1.50
H 4.37 6.55 1.31
H 4.51 6.45 3.62
H 6.14 6.34 3.84
```

Computed properties:
Orbital gap (eV): 7.0634
DFT total energy (eV): -173110.7633
HOMO energy (eV): -11.0
Charge: +1

Results of the Löwdin charge analysis, in e, for atoms 1 through 99:
1. Zn 0.984
2. C -0.307
3. O -0.121
4. O -0.262
5. C -0.547
6. F 0.147
7. F 0.139
8. F 0.130
9. C -0.234
10. C -0.046
11. H 0.078
12. H 0.061
13. H 0.073
14. H 0.102
15. H 0.101
16. H 0.125
17. C -0.079
18. O -0.182
19. C -0.186
20. C -0.194
21. O -0.207
22. C -0.075
23. H 0.088
24. H 0.089
25. H 0.070
26. H 0.115
27. H 0.113
28. H 0.122
29. H 0.132
30. H 0.069
31. H 0.083
32. H 0.099
33. C -0.110
34. O -0.211
35. C -0.146
36. C -0.207
37. O -0.174
38. C -0.105
39. H 0.064
40. H 0.057
41. H 0.096
42. H 0.104
43. H 0.120
44. H 0.122
45. H 0.117
46. H 0.087
47. H 0.089
48. H 0.086
49. C -0.099
50. O -0.209
51. C -0.163
52. C -0.260
53. O -0.186
54. C -0.064
55. H 0.094
56. H 0.098
57. H 0.088
58. H 0.095
59. H 0.130
60. H 0.136
61. H 0.110
62. H 0.069
63. H 0.100
64. H 0.092
65. O 0.089
66. C -0.505
67. O 0.042
68. C -0.178
69. C -0.120
70. C -0.068
71. H 0.131
72. H 0.133
73. H 0.123
74. H 0.113
75. H 0.146
76. H 0.089
77. O 0.088
78. C -0.423
79. O 0.028
80. C -0.121
81. C -0.120
82. C -0.097
83. H 0.110
84. H 0.119
85. H 0.104
86. H 0.106
87. H 0.108
88. H 0.124
89. O 0.051
90. C -0.391
91. O 0.068
92. C -0.137
93. C -0.131
94. C -0.064
95. H 0.129
96. H 0.136
97. H 0.104
98. H 0.128
99. H 0.121